1.
Entry from OMol25: an isolated molecule of C5H6O2 (wB97M-V/def2-TZVPD).

## Properties
Spin multiplicity: 1
HOMO level in eV: -9.59
SMILES string: O[C@H]1O[C@H]1C1C=C1
M in g/mol: 98.101
Calculated total energy in Eh: -344.463436

Each atom is followed by the atoms it is bonded to, with distances in Å.
Cartesian coordinates (Å):
1 O 0.98059 -0.97049 1.50683  C2 1.375, H12 0.968
2 C 0.24062 -1.58574 0.52413  O1 1.375, C3 1.468, O4 1.404, H8 1.089
3 C -0.22904 -0.90860 -0.69030  C2 1.468, O4 1.441, C7 1.512, H9 1.092
4 O -1.11387 -1.23779 0.39852  C2 1.404, C3 1.441
5 C -0.79174 1.58177 -0.18317  C6 1.293, C7 1.499, H10 1.078
6 C 0.48486 1.55405 0.02202  C5 1.293, C7 1.503, H11 1.080
7 C -0.03507 0.56273 -0.98119  C3 1.512, C5 1.499, C6 1.503, H13 1.094
8 H 0.45748 -2.65306 0.52452  C2 1.089
9 H -0.40021 -1.51492 -1.58254  C3 1.092
10 H -1.77158 1.98287 0.02190  C5 1.078
11 H 1.35820 1.95182 0.51782  C6 1.080
12 H 0.65303 -0.06341 1.58888  O1 0.968
13 H 0.15164 0.75473 -2.04182  C7 1.094



2.
Entry from OMol25: a cluster of 8 separate species, C40H70BCl2N3O25P in total in a non-equilibrium geometry (wB97M-V/def2-TZVPD).

## Properties
Spin multiplicity: 1
Total charge: +1
HOMO level in eV: -11.64
M in g/mol: 1105.688
Calculated total energy in Eh: -4897.891155

Each atom is followed by the atoms it is bonded to, with distances in Å.
Cartesian coordinates (Å):
1 C 2.69824 1.61900 0.24971  C2 1.587, H24 1.103, H25 1.107, H26 1.108
2 C 1.11263 1.63937 0.30318  C1 1.587, B3 1.606, H27 1.106, H28 1.109
3 B 0.46048 1.30985 -1.12653  C2 1.606, O4 1.409, C5 1.651
4 O 1.04272 1.78413 -2.31842  B3 1.409, H29 0.963
5 C -0.91342 0.40695 -1.27372  B3 1.651, Cl6 1.852, O7 1.416, C17 1.563
6 Cl -1.87020 0.90012 0.23382  C5 1.852
7 O -1.64833 0.94990 -2.35604  C5 1.416, C8 1.415
8 C -2.53705 0.03713 -2.97282  O7 1.415, O9 1.400, C10 1.555, H30 1.120
9 O -3.50979 0.65197 -3.76933  C8 1.400, H31 0.962
10 C -3.08734 -1.11448 -2.08532  C8 1.555, C11 1.555, N15 1.525, H32 1.105
11 C -4.27401 -0.85294 -1.11551  C10 1.555, Cl12 1.840, C13 1.553, H33 1.112
12 Cl -5.39955 -2.29759 -1.29838  C11 1.840
13 C -5.13782 0.42408 -1.29835  C11 1.553, C14 1.585, H34 1.105, H35 1.104
14 C -5.84795 0.80067 0.06763  C13 1.585, H36 1.105, H37 1.105, H38 1.101
15 N -1.96579 -1.85359 -1.36316  C10 1.525, N16 1.413, C17 1.512, H39 1.031
16 N -1.99151 -3.19523 -1.80550  N15 1.413, H40 1.016, H41 1.007
17 C -0.63814 -1.12963 -1.35433  C5 1.563, N15 1.512, C18 1.578, P21 1.936
18 C 0.30940 -1.39530 -2.58725  C17 1.578, C19 1.563, H42 1.114, H43 1.113
19 C 1.85180 -1.50106 -2.36090  C18 1.563, N20 1.465, H44 1.124, H45 1.108
20 N 2.40802 -2.84656 -2.19403  C19 1.465, H46 1.009, H47 1.009
21 P 0.31949 -1.74323 0.21253  C17 1.936, C22 1.876, O23 1.698
22 C 0.42539 -3.61657 0.20394  P21 1.876, H48 1.097, H49 1.117, H50 1.108
23 O -0.59776 -1.47351 1.61611  P21 1.698, H51 0.968
24 H 3.08868 2.54095 0.71276  C1 1.103
25 H 3.11225 0.77240 0.82966  C1 1.107
26 H 3.06089 1.50005 -0.79063  C1 1.108
27 H 0.81868 0.90926 1.08065  C2 1.106
28 H 0.78722 2.63386 0.67042  C2 1.109
29 H 0.58726 2.59265 -2.57574  O4 0.963
30 H -1.91503 -0.48780 -3.74157  C8 1.120
31 H -3.40040 1.60594 -3.71202  O9 0.962
32 H -3.48724 -1.82483 -2.83143  C10 1.105
33 H -4.01157 -0.87983 -0.03544  C11 1.112
34 H -5.94152 0.19218 -2.02076  C13 1.105
35 H -4.56684 1.31509 -1.61394  C13 1.104
36 H -5.27228 1.64331 0.49224  C14 1.105
37 H -6.86085 1.19389 -0.13242  C14 1.105
38 H -5.86208 -0.05042 0.76616  C14 1.101
39 H -2.24543 -1.88129 -0.37168  N15 1.031
40 H -2.63582 -3.78801 -1.29000  N16 1.016
41 H -1.10462 -3.64060 -1.97742  N16 1.007
42 H 0.01333 -2.27755 -3.19893  C18 1.114
43 H 0.15171 -0.54302 -3.28484  C18 1.113
44 H 2.32988 -1.10668 -3.29917  C19 1.124
45 H 2.26613 -0.84520 -1.56954  C19 1.108
46 H 1.81607 -3.57593 -2.56264  N20 1.009
47 H 2.71661 -3.02991 -1.25140  N20 1.009
48 H 0.55265 -4.07366 -0.78519  C22 1.097
49 H -0.45931 -4.06870 0.71477  C22 1.117
50 H 1.28775 -3.87396 0.85046  C22 1.108
51 H -1.26511 -2.17387 1.63949  O23 0.968
52 C -6.58790 -8.02216 -2.74804  C53 1.510, H59 1.090, H60 1.090, H61 1.091
53 C -5.89035 -6.92331 -1.98162  C52 1.510, C54 1.504, O58 1.437, H62 1.095
54 C -5.46667 -5.75202 -2.82462  C53 1.504, O55 1.433, H63 1.089, H64 1.093
55 O -4.36796 -5.23120 -2.06542  C54 1.433, C56 1.354
56 C -3.83453 -6.27248 -1.38401  O55 1.354, O57 1.191, O58 1.352
57 O -2.79468 -6.22091 -0.80516  C56 1.191
58 O -4.62892 -7.36392 -1.45314  C53 1.437, C56 1.352
59 H -6.85183 -8.84153 -2.07868  C52 1.090
60 H -7.49913 -7.65116 -3.21815  C52 1.090
61 H -5.93553 -8.44004 -3.51687  C52 1.091
62 H -6.50985 -6.60236 -1.13820  C53 1.095
63 H -6.25274 -5.00658 -2.93643  C54 1.089
64 H -5.09885 -6.03739 -3.81403  C54 1.093
65 C -2.88245 0.84998 3.56217  C66 1.510, H72 1.092, H73 1.087, H74 1.094
66 C -4.16520 0.49317 4.27344  C65 1.510, C67 1.500, O71 1.438, H75 1.088
67 C -4.05114 -0.67117 5.21233  C66 1.500, O68 1.433, H76 1.088, H77 1.095
68 O -5.39541 -1.16680 5.22828  C67 1.433, C69 1.357
69 C -5.94831 -0.84421 4.03134  O68 1.357, O70 1.188, O71 1.359
70 O -6.98589 -1.26210 3.63203  C69 1.188
71 O -5.15456 0.01946 3.34426  C66 1.438, C69 1.359
72 H -3.04749 1.69220 2.88668  C65 1.092
73 H -2.10214 1.12268 4.26809  C65 1.087
74 H -2.53078 0.01604 2.94814  C65 1.094
75 H -4.57174 1.36781 4.77711  C66 1.088
76 H -3.72885 -0.37614 6.20878  C67 1.088
77 H -3.39552 -1.46642 4.84118  C67 1.095
78 C 5.61170 -0.24400 -4.43932  C79 1.510, H85 1.091, H86 1.091, H87 1.087
79 C 5.14104 -0.83850 -5.74569  C78 1.510, C80 1.501, O84 1.437, H88 1.086
80 C 4.62744 -2.24389 -5.62734  C79 1.501, O81 1.433, H89 1.087, H90 1.094
81 O 4.84658 -2.74705 -6.95076  C80 1.433, C82 1.359
82 C 5.90256 -2.06098 -7.46293  O81 1.359, O83 1.187, O84 1.358
83 O 6.46705 -2.34855 -8.46696  C82 1.187
84 O 6.22666 -1.00508 -6.67264  C79 1.437, C82 1.358
85 H 5.98607 0.76876 -4.59828  C78 1.091
86 H 4.79794 -0.20365 -3.71357  C78 1.091
87 H 6.43177 -0.81879 -4.01775  C78 1.087
88 H 4.40907 -0.18342 -6.20940  C79 1.086
89 H 3.57342 -2.28536 -5.36350  C80 1.087
90 H 5.19953 -2.85684 -4.92398  C80 1.094
91 C -1.56954 -1.71304 -7.74614  C92 1.511, H98 1.091, H99 1.090, H100 1.091
92 C -0.79418 -0.66512 -6.98251  C91 1.511, C93 1.503, O97 1.436, H101 1.096
93 C -0.28900 0.47085 -7.82661  C92 1.503, O94 1.432, H102 1.089, H103 1.093
94 O 0.84454 0.91593 -7.07238  C93 1.432, C95 1.353
95 C 1.30789 -0.15592 -6.38935  O94 1.353, O96 1.189, O97 1.359
96 O 2.34282 -0.19113 -5.80544  C95 1.189
97 O 0.43265 -1.19379 -6.45629  C92 1.436, C95 1.359
98 H -1.89093 -2.51157 -7.07529  C91 1.091
99 H -2.45246 -1.27876 -8.21598  C91 1.090
100 H -0.94955 -2.17720 -8.51467  C91 1.091
101 H -1.38953 -0.29863 -6.13786  C92 1.096
102 H -1.01947 1.27009 -7.94009  C93 1.089
103 H 0.05565 0.15557 -8.81497  C93 1.093
104 C 0.93906 4.43771 6.11829  C105 1.511, H111 1.090, H112 1.088, H113 1.094
105 C -0.34520 4.06868 6.82378  C104 1.511, C106 1.501, O110 1.442, H114 1.081
106 C -0.22251 2.90257 7.76152  C105 1.501, O107 1.434, H115 1.089, H116 1.094
107 O -1.56431 2.39788 7.77941  C106 1.434, C108 1.354
108 C -2.12028 2.72037 6.58775  O107 1.354, O109 1.193, O110 1.352
109 O -3.16242 2.29421 6.19397  C108 1.193
110 O -1.33926 3.58340 5.89933  C105 1.442, C108 1.352
111 H 0.77719 5.27519 5.44046  C104 1.090
112 H 1.72068 4.71357 6.82247  C104 1.088
113 H 1.29573 3.60429 5.50662  C104 1.094
114 H -0.75723 4.93327 7.32422  C105 1.081
115 H 0.09696 3.19650 8.76012  C106 1.089
116 H 0.43823 2.11338 7.38996  C106 1.094
117 C -0.11743 9.00771 11.63466  C118 1.511, H124 1.091, H125 1.090, H126 1.091
118 C -0.64729 8.38646 10.36378  C117 1.511, C119 1.503, O123 1.436, H127 1.095
119 C -1.20374 7.00146 10.53703  C118 1.503, O120 1.433, H128 1.089, H129 1.094
120 O -1.03653 6.45280 9.22343  C119 1.433, C121 1.358
121 C 0.02405 7.08919 8.66357  O120 1.358, O122 1.192, O123 1.355
122 O 0.55482 6.75427 7.65040  C121 1.192
123 O 0.40170 8.15377 9.41113  C118 1.436, C121 1.355
124 H 0.28264 10.00176 11.43182  C117 1.091
125 H -0.90583 9.09713 12.38260  C117 1.090
126 H 0.70096 8.41647 12.04932  C117 1.091
127 H -1.37882 9.05341 9.89673  C118 1.095
128 H -2.25234 7.00040 10.82931  C119 1.089
129 H -0.63310 6.39064 11.24203  C119 1.094
130 C 11.33164 -0.04131 -0.99136  C131 1.511, H137 1.091, H138 1.090, H139 1.092
131 C 10.16427 -0.52189 -1.82109  C130 1.511, C132 1.503, O136 1.435, H140 1.095
132 C 9.38275 0.57645 -2.48625  C131 1.503, O133 1.432, H141 1.089, H142 1.094
133 O 8.09412 -0.02946 -2.63836  C132 1.432, C134 1.358
134 C 7.97024 -0.94080 -1.63971  O133 1.358, O135 1.188, O136 1.357
135 O 6.95625 -1.49178 -1.35647  C134 1.188
136 O 9.15484 -1.13552 -1.00696  C131 1.435, C134 1.357
137 H 11.84122 -0.88740 -0.52863  C130 1.091
138 H 12.04969 0.50155 -1.60685  C130 1.090
139 H 10.99616 0.60741 -0.18018  C130 1.092
140 H 10.50263 -1.26589 -2.54926  C131 1.095
141 H 9.79508 0.86132 -3.45293  C132 1.089
142 H 9.27356 1.46970 -1.86459  C132 1.094